# 1
21
Properties=species:S:1:pos:R:3 method="wB97M-V/def2-TZVPD" fmax_ev_per_a=3.27 gap_ev="6.0 / 7.8" total_charge=+1 multiplicity=3 energy_ha=-642.5861 de_lowest_kj_mol=53.9 s2=2.02 homo_ev="-10.21 / -13.48"
C -1.085 -0.884 0.991
C -0.604 -1.624 -1.218
C 0.500 1.103 0.533
C 1.442 3.011 -0.773
C -0.856 -3.338 0.326
C 0.759 2.582 0.515
N -0.860 -1.859 0.084
N -0.603 0.455 0.897
I 2.034 -0.245 -0.200
H -1.986 -0.942 1.530
H -0.067 -2.459 -1.666
H -0.882 -0.822 -1.849
H 1.635 4.123 -0.875
H 0.906 2.558 -1.696
H 2.462 2.546 -0.757
H -1.883 -3.866 0.165
H -0.142 -3.711 -0.445
H -0.466 -3.754 1.342
H -0.277 3.036 0.595
H 1.383 2.993 1.409
H -1.409 1.095 1.092

# 2
52
Properties=species:S:1:pos:R:3 method="wB97M-V/def2-TZVPD" fmax_ev_per_a=0.09 gap_ev="8.5 / 7.1" multiplicity=2 energy_ha=-1778.2304 de_lowest_kj_mol=0.0 s2=0.77 homo_ev="-7.80 / -8.08"
Hg 1.341 0.286 2.280
C -0.515 1.251 -0.584
C -0.850 -0.081 -0.562
C 0.402 -0.844 -0.954
C 1.373 0.099 -1.174
C 0.845 1.404 -0.958
C 1.578 2.704 -1.140
C 1.321 3.193 -2.577
C 3.084 2.517 -0.937
C 1.067 3.756 -0.152
C 0.692 -2.337 -1.059
C 2.055 -2.564 -1.730
C 0.786 -2.979 0.334
C -0.337 -3.073 -1.928
C -2.280 -0.527 -0.277
C -2.990 -0.833 -1.609
C -2.393 -1.728 0.668
C -3.061 0.613 0.396
H -1.176 2.068 -0.353
H 2.394 -0.104 -1.445
H 1.677 2.463 -3.305
H 1.843 4.136 -2.750
H 0.255 3.352 -2.748
H 3.508 1.838 -1.676
H 3.300 2.119 0.057
H 3.593 3.478 -1.039
H 0.010 3.975 -0.308
H 1.622 4.687 -0.283
H 1.196 3.421 0.879
H 2.870 -2.140 -1.144
H 2.086 -2.135 -2.733
H 2.234 -3.637 -1.814
H 1.642 -2.572 0.874
H 0.933 -4.057 0.233
H -0.097 -2.813 0.945
H -0.422 -2.597 -2.907
H -1.326 -3.109 -1.482
H -0.011 -4.104 -2.080
H -2.503 -1.629 -2.166
H -3.001 0.058 -2.240
H -4.023 -1.132 -1.419
H -1.984 -2.644 0.254
H -3.449 -1.912 0.879
H -1.894 -1.527 1.618
H -3.180 1.473 -0.263
H -2.571 0.942 1.313
H -4.062 0.259 0.650
Cl -0.399 -1.396 7.840
C -0.311 0.310 7.382
Cl -0.307 0.538 5.628
H 0.611 0.719 7.777
H -1.178 0.815 7.790

# 3
66
Properties=species:S:1:pos:R:3 method="wB97M-V/def2-TZVPD" fmax_ev_per_a=1.85 gap_ev=9.5 total_charge=-1 energy_ha=-2008.7412 de_lowest_kj_mol=69.3 homo_ev=-7.15
F 15.494 8.072 9.682
C 14.260 4.799 10.776
C 15.732 5.135 10.857
C 16.171 6.059 11.990
O 17.231 5.336 12.654
C 17.352 4.125 12.135
O 18.188 3.318 12.413
O 16.388 3.885 11.225
H 13.815 4.585 11.746
H 14.103 3.979 10.074
H 13.699 5.621 10.325
H 16.173 5.468 9.919
H 15.394 6.275 12.723
H 16.547 7.012 11.630
C 18.998 7.055 10.164
C 20.146 7.249 11.133
C 21.560 6.940 10.589
O 22.348 8.066 10.991
C 21.549 9.075 11.380
O 21.894 10.172 11.659
O 20.271 8.672 11.314
H 18.128 7.576 10.560
H 18.706 6.000 10.196
H 19.206 7.342 9.138
H 19.970 6.788 12.106
H 21.538 6.932 9.500
H 21.980 6.056 11.058
C 14.625 5.327 7.274
C 15.622 6.217 6.547
C 17.015 6.297 7.177
O 17.859 6.380 6.025
C 17.238 5.829 4.982
O 17.716 5.537 3.930
O 15.935 5.614 5.296
H 15.120 4.470 7.742
H 13.936 4.859 6.570
H 14.092 5.890 8.035
H 15.221 7.234 6.518
H 17.320 5.396 7.722
H 17.098 7.132 7.873
C 12.828 7.904 12.091
C 12.630 9.325 11.595
C 12.879 9.444 10.099
O 11.807 10.292 9.685
C 10.882 10.412 10.670
O 9.903 11.073 10.564
O 11.234 9.667 11.735
H 12.341 7.708 13.054
H 13.893 7.723 12.225
H 12.397 7.097 11.497
H 13.148 10.039 12.236
H 12.900 8.497 9.567
H 13.847 9.917 9.955
C 15.881 10.566 11.841
C 17.325 10.473 11.455
C 17.622 10.418 9.932
O 18.638 11.393 9.731
C 18.841 12.089 10.858
O 19.616 12.997 10.947
O 18.030 11.672 11.832
H 15.772 10.921 12.867
H 15.494 9.541 11.816
H 15.239 11.119 11.158
H 17.791 9.598 11.912
H 16.722 10.604 9.346
H 17.981 9.432 9.658

# 4
15
Properties=species:S:1:pos:R:3 method="wB97M-V/def2-TZVPD" fmax_ev_per_a=3.48 gap_ev=9.5 energy_ha=-433.2083 de_lowest_kj_mol=300.5 homo_ev=-8.97
C -1.559 -1.869 0.858
O -1.115 -1.149 -0.330
C -0.181 -0.244 -0.164
N 0.112 0.225 1.038
C 1.113 1.132 1.237
O 1.116 2.030 2.045
N 0.378 0.196 -1.349
N 0.999 1.469 -1.380
H -2.192 -1.231 1.454
H -0.698 -2.189 1.425
H -2.154 -2.712 0.489
H 2.032 0.844 0.655
H 0.017 -0.160 -2.224
H 1.766 1.457 -2.112
H 0.366 2.199 -1.644

# 5
68
Properties=species:S:1:pos:R:3 method="wB97M-V/def2-TZVPD" fmax_ev_per_a=1.98 gap_ev=7.9 energy_ha=-2339.1603 homo_ev=-8.60
C 0.213 -5.325 4.460
C 0.908 -4.281 3.632
N 2.094 -4.678 3.162
C 2.882 -3.900 2.386
C 4.202 -4.523 1.886
F 4.184 -5.883 2.011
F 4.412 -4.275 0.561
F 5.252 -4.069 2.629
C 2.447 -2.592 2.062
C 3.242 -1.654 1.257
O 2.655 -0.916 0.485
O 4.575 -1.594 1.444
C 1.199 -2.168 2.537
C 0.402 -2.998 3.343
C -0.894 -2.469 3.836
N -1.295 -1.279 3.448
C -2.515 -0.900 3.997
C -3.142 0.400 3.682
C -4.359 0.802 4.271
C -4.934 2.039 3.961
C -4.306 2.898 3.058
C -3.104 2.515 2.462
C -2.528 1.279 2.768
C -3.052 -1.838 4.837
S -2.022 -3.233 4.956
H -0.770 -5.556 4.042
H 0.795 -6.252 4.471
H 0.109 -4.985 5.494
H 4.893 -0.916 0.828
H 0.858 -1.165 2.280
H -4.880 0.169 4.980
H -5.872 2.334 4.423
H -4.752 3.859 2.818
H -2.618 3.177 1.753
H -1.596 1.002 2.282
H -3.995 -1.738 5.358
C 2.829 3.935 -3.020
N 1.621 3.221 -3.427
C 1.615 2.143 -4.224
O 2.652 1.694 -4.700
C 0.253 1.495 -4.552
C -0.342 0.711 -3.368
C -0.404 1.522 -2.089
C -1.303 2.600 -1.983
C -1.257 3.446 -0.860
C -0.318 3.211 0.160
C 0.565 2.122 0.065
C 0.525 1.282 -1.061
N 0.340 0.617 -5.722
C -0.655 0.410 -6.581
C -0.348 -0.468 -7.770
O -1.769 0.899 -6.449
H 3.300 4.388 -3.894
H 2.581 4.713 -2.296
H 3.534 3.235 -2.567
H 0.745 3.498 -3.008
H -0.432 2.310 -4.787
H -1.353 0.391 -3.625
H 0.256 -0.185 -3.196
H -2.018 2.788 -2.772
H -1.945 4.277 -0.782
H -0.279 3.861 1.023
H 1.286 1.934 0.849
H 1.228 0.467 -1.146
H 1.245 0.217 -5.921
H 0.004 -1.437 -7.421
H 0.417 0.011 -8.379
H -1.259 -0.596 -8.354

# 6
16
Properties=species:S:1:pos:R:3 method="wB97M-V/def2-TZVPD" fmax_ev_per_a=1.12 gap_ev=8.4 energy_ha=-288.6071 de_lowest_kj_mol=459.4 homo_ev=-8.61
C 1.181 1.307 0.227
C 0.630 -0.067 -0.149
C -0.504 -0.550 0.797
C -1.745 -0.064 0.053
C -1.215 -0.122 -1.379
C 1.682 -1.049 -0.369
N 2.514 -1.837 -0.536
H 1.905 1.666 -0.509
H 1.672 1.249 1.204
H 0.360 2.027 0.291
H -0.373 -0.156 1.813
H -0.498 -1.642 0.851
H -2.611 -0.719 0.201
H -2.035 0.953 0.340
H -1.091 -1.198 -1.617
H 0.127 0.200 -1.217

# 7
11
Properties=species:S:1:pos:R:3 method="wB97M-V/def2-TZVPD" fmax_ev_per_a=1.15 gap_ev=6.0 total_charge=-1 energy_ha=-553.7932 de_lowest_kj_mol=185.8 homo_ev=-2.33
C 0.760 -0.248 1.407
S 1.204 -1.237 -0.068
H -0.180 0.244 1.154
H 1.561 0.486 1.489
H 0.743 -0.893 2.282
H -0.024 -1.121 -0.617
C -1.526 1.509 -1.260
O -1.573 1.085 0.039
H -2.026 2.491 -1.408
H -2.000 0.799 -1.972
H -0.483 1.732 -1.591

# 8
17
Properties=species:S:1:pos:R:3 method="wB97M-V/def2-TZVPD" fmax_ev_per_a=4.78 gap_ev=9.0 energy_ha=-3900.5515 homo_ev=-9.08
F 0.831 2.385 -0.820
C 1.758 1.415 -0.983
F 2.940 1.847 -0.554
F 1.879 1.270 -2.342
C 1.294 0.259 -0.267
Br 2.190 -0.029 1.396
C 0.524 -0.720 -0.836
C -0.092 -1.871 -0.106
C -1.241 -1.726 0.602
C -1.809 -0.380 0.846
I -3.679 -0.082 -0.091
C -1.084 0.673 1.213
Cl -1.619 2.268 1.183
H 0.014 -0.507 -1.707
H 0.136 -2.854 -0.524
H -1.816 -2.592 1.016
H -0.227 0.644 1.974

# 9
33
Properties=species:S:1:pos:R:3 method="wB97M-V/def2-TZVPD" fmax_ev_per_a=4.62 gap_ev="8.2 / 8.2" total_charge=+1 energy_ha=-1062.4067 de_lowest_kj_mol=441.6 homo_ev="-12.17 / -12.16"
C 1.692 0.773 -0.586
C 0.531 1.695 -0.571
C 1.040 -0.281 1.550
C -2.832 0.095 -1.595
C -0.854 -0.172 -3.051
C 2.295 0.976 3.518
C -0.868 -1.202 -0.883
C -1.209 -1.191 0.638
N 0.238 2.241 0.693
N 0.122 1.716 1.709
N 1.867 -0.147 0.347
N -1.323 -0.110 -1.701
N 0.106 -1.458 1.357
O 2.452 0.781 -1.583
S 2.125 -0.726 2.951
H 0.683 2.440 -1.340
H -0.324 1.058 -0.881
H -3.191 -0.624 -0.822
H -2.961 1.210 -1.515
H -3.092 -0.191 -2.651
H -1.157 -1.127 -3.556
H -1.286 0.627 -3.606
H 0.229 -0.032 -2.881
H 3.215 1.371 3.193
H 2.285 0.803 4.545
H 1.403 1.477 3.286
H 0.270 -1.255 -0.981
H -1.244 -2.201 -1.215
H -2.034 -1.873 0.950
H -1.507 -0.136 1.051
H 2.815 -0.682 0.345
H 0.735 -2.221 0.967
H -0.222 -1.632 2.317

# 10
16
Properties=species:S:1:pos:R:3 method="wB97M-V/def2-TZVPD" fmax_ev_per_a=0.33 gap_ev=10.2 energy_ha=-363.0130 de_lowest_kj_mol=190.4 homo_ev=-9.31
N -0.480 -1.605 -0.931
C -0.045 -0.209 -0.857
O 0.180 0.258 -2.158
C 1.106 0.059 0.174
C -0.022 0.268 1.197
O 0.099 1.219 2.217
C -0.940 0.669 0.041
H -0.885 -1.759 -1.849
H -1.217 -1.796 -0.257
H 1.133 0.222 -2.288
H 1.572 1.035 -0.029
H 1.880 -0.690 0.372
H -0.313 -0.717 1.591
H 0.715 0.872 2.873
H -2.010 0.454 0.110
H -0.776 1.722 -0.206

# 11
7
Properties=species:S:1:pos:R:3 method="wB97M-V/def2-TZVPD" fmax_ev_per_a=2.61 gap_ev="6.9 / 7.3" total_charge=+2 multiplicity=2 energy_ha=-627.5530 de_lowest_kj_mol=0.0 s2=0.76 homo_ev="-17.76 / -17.76"
O -0.917 -0.579 0.161
C -2.029 -0.165 0.138
C -3.131 0.354 -0.342
H -3.863 -0.340 -0.763
H -3.575 1.215 0.162
H 0.926 1.787 0.079
Ce 1.598 -0.083 0.246

# 12
22
Properties=species:S:1:pos:R:3 method="wB97M-V/def2-TZVPD" fmax_ev_per_a=2.71 gap_ev="2.6 / 11.0" total_charge=-1 multiplicity=2 energy_ha=-238.1142 de_lowest_kj_mol=51.3 s2=0.75 homo_ev="1.49 / -6.92"
C -0.824 1.575 -0.358
C -1.959 2.322 0.332
C -1.439 0.486 -1.208
H -0.019 1.267 0.310
H -0.242 2.275 -0.973
H -1.596 3.230 0.830
H -2.830 2.467 -0.315
H -1.988 0.851 -2.085
H -2.152 -0.142 -0.649
H -2.349 1.675 1.140
H -0.713 -0.235 -1.602
C 0.983 -1.230 0.281
C 1.366 -1.217 1.741
C 1.886 -1.905 -0.783
H -0.098 -1.391 0.180
H 1.148 -0.217 -0.150
H 2.413 -0.926 1.949
H 1.389 -2.231 2.150
H 2.930 -1.700 -0.543
H 1.735 -2.995 -0.731
H 0.636 -0.633 2.278
H 1.660 -1.518 -1.760